The following is a quantum chemistry calculation of a 13-piece molecular cluster, C58H142BN10O26 overall, from OMol25.

Values from the calculation:
Strongest force on any atom   0.0723 hartree/bohr
Gap between HOMO and LUMO   8.7 eV
Molecular weight   1406.6 g/mol
HOMO energy   -7.15 eV
Calculated total energy   -131248.3771 eV
Energy above the lowest of the compared OMol25 structures with the same formula, charge and spin   0.742 eV

Structure (ORCA input):
```
! wB97M-V def2-TZVPD RIJCOSX def2/J DEFGRID3
* xyz -1 1
O 2.898 -1.571 3.165
C 2.187 -1.104 2.278
O 0.869 -0.877 2.295
B 0.463 -0.353 1.019
O 1.665 -0.539 0.106
C 2.642 -1.036 0.793
O 3.791 -1.221 0.369
O -0.043 0.998 1.048
C -1.303 1.000 0.628
O -2.089 1.928 0.712
C -1.699 -0.417 0.228
O -0.644 -1.187 0.431
O -2.834 -0.656 -0.208
C -0.531 3.290 6.258
O -0.824 2.795 7.566
H -1.057 4.240 6.162
H 0.535 3.263 6.032
H -0.932 2.649 5.473
H -0.428 1.935 7.724
C 3.051 -4.691 8.687
O 4.391 -5.169 8.882
H 2.352 -5.350 8.172
H 2.751 -4.645 9.734
H 2.901 -3.733 8.189
H 4.650 -5.796 8.203
C -9.891 2.931 -3.387
O -8.901 2.825 -4.326
C -8.326 1.537 -4.532
C -8.999 0.714 -5.615
N -8.946 1.365 -6.877
C -10.007 0.930 -7.786
C -11.278 1.713 -7.607
O -11.674 1.729 -6.258
C -12.533 2.725 -5.850
H -10.650 3.516 -3.909
H -9.419 3.376 -2.511
H -10.374 1.980 -3.162
H -8.398 0.940 -3.623
H -7.243 1.618 -4.631
H -9.922 0.376 -5.143
H -8.448 -0.226 -5.578
H -9.219 2.316 -6.676
H -10.209 -0.117 -7.561
H -9.652 1.114 -8.800
H -12.118 1.288 -8.156
H -11.079 2.714 -7.989
H -12.796 2.486 -4.819
H -13.478 2.936 -6.348
H -11.921 3.626 -5.798
C -1.193 16.040 -5.206
O -1.038 15.021 -4.251
C 0.141 14.260 -4.584
C 0.341 13.477 -3.295
N 1.560 12.696 -3.254
C 1.637 12.096 -1.887
C 0.755 10.914 -1.641
O 0.980 10.214 -0.437
C 0.054 9.243 -0.049
H -2.218 15.986 -5.573
H -0.528 16.047 -6.070
H -1.033 16.966 -4.654
H 1.002 14.865 -4.869
H -0.175 13.480 -5.277
H -0.576 12.901 -3.175
H 0.240 14.198 -2.484
H 2.331 13.289 -3.527
H 1.335 12.733 -1.056
H 2.669 11.882 -1.609
H 0.909 10.079 -2.324
H -0.283 11.242 -1.693
H -0.888 9.656 0.311
H 0.403 8.702 0.831
H -0.279 8.481 -0.753
C 6.026 -10.136 2.349
O 7.057 -9.565 3.078
C 7.204 -8.180 3.079
C 6.386 -7.674 4.347
N 6.726 -8.394 5.598
C 8.107 -8.094 5.987
C 8.608 -8.869 7.200
O 8.752 -10.242 7.089
C 9.111 -10.957 8.251
H 5.922 -11.210 2.504
H 6.187 -9.969 1.284
H 5.089 -9.709 2.707
H 7.029 -7.772 2.084
H 8.255 -7.998 3.300
H 5.332 -7.674 4.069
H 6.625 -6.614 4.442
H 6.436 -9.349 5.443
H 8.046 -7.062 6.333
H 8.906 -8.310 5.277
H 7.792 -8.716 7.907
H 9.461 -8.352 7.639
H 8.323 -10.954 9.003
H 9.994 -10.503 8.700
H 9.292 -12.023 8.116
C 2.016 -1.372 -7.455
O 2.316 -0.179 -6.804
C 3.369 -0.378 -5.917
C 3.100 0.510 -4.714
N 3.337 1.887 -5.110
C 2.936 2.751 -3.937
C 1.426 2.880 -3.713
O 0.752 3.341 -4.909
C -0.635 3.749 -4.573
H 1.270 -1.007 -8.160
H 1.529 -1.999 -6.708
H 2.839 -1.857 -7.981
H 4.325 -0.164 -6.394
H 3.462 -1.397 -5.541
H 3.853 0.355 -3.942
H 2.101 0.245 -4.368
H 4.312 1.825 -4.854
H 3.405 3.713 -4.143
H 3.306 2.331 -3.002
H 1.209 3.398 -2.779
H 0.922 1.939 -3.493
H -1.085 4.310 -5.392
H -0.608 4.562 -3.847
H -1.292 3.000 -4.130
C -5.258 -1.317 8.854
O -5.051 -2.711 8.348
C -3.975 -2.980 7.440
C -4.384 -2.412 6.038
N -5.380 -3.314 5.482
C -5.611 -3.348 4.016
C -6.829 -2.312 3.845
O -7.851 -2.521 4.799
C -8.457 -3.756 4.779
H -4.970 -0.619 8.068
H -4.508 -1.250 9.642
H -6.264 -1.058 9.185
H -3.743 -4.045 7.452
H -3.006 -2.528 7.655
H -3.475 -2.399 5.438
H -4.605 -1.345 6.074
H -6.250 -2.870 5.739
H -5.975 -4.332 3.722
H -4.747 -2.951 3.483
H -7.258 -2.309 2.843
H -6.397 -1.328 4.029
H -7.849 -4.509 5.281
H -8.866 -4.251 3.898
H -9.168 -3.696 5.602
C -7.075 8.004 0.843
O -6.386 8.696 -0.149
C -6.512 8.086 -1.402
C -7.779 8.530 -2.029
N -7.564 9.919 -2.482
C -8.872 10.586 -2.839
C -9.920 9.829 -3.666
O -11.110 10.544 -3.483
C -12.217 10.278 -4.313
H -7.189 8.722 1.655
H -6.504 7.126 1.143
H -8.101 7.734 0.593
H -6.505 6.997 -1.429
H -5.709 8.394 -2.072
H -8.613 8.407 -1.338
H -8.117 7.917 -2.864
H -7.014 10.347 -1.751
H -8.794 11.623 -3.165
H -9.301 10.677 -1.842
H -10.040 8.806 -3.309
H -9.697 9.912 -4.729
H -12.088 10.662 -5.325
H -13.098 10.898 -4.149
H -12.509 9.228 -4.334
C 11.012 2.482 -7.015
C 10.900 1.107 -6.394
C 9.464 0.822 -5.990
O 8.865 1.733 -5.087
C 9.198 1.425 -3.697
N 11.323 0.082 -7.369
H 10.335 2.483 -7.868
H 12.010 2.686 -7.403
H 10.702 3.357 -6.442
H 11.486 0.912 -5.496
H 9.356 -0.177 -5.566
H 8.788 0.862 -6.844
H 8.865 0.414 -3.463
H 8.807 2.116 -2.951
H 10.288 1.413 -3.677
H 12.257 0.208 -7.732
H 11.120 -0.827 -6.977
C 11.132 -1.628 2.282
C 10.230 -1.936 3.529
C 11.064 -1.789 4.863
O 10.399 -2.322 5.996
C 9.176 -1.720 6.426
N 9.030 -1.155 3.506
H 11.808 -2.469 2.129
H 11.787 -0.760 2.350
H 10.569 -1.496 1.357
H 9.963 -2.993 3.509
H 11.143 -0.705 4.938
H 12.081 -2.164 4.747
H 9.418 -0.741 6.839
H 8.761 -2.225 7.298
H 8.319 -1.744 5.753
H 8.587 -1.214 2.601
H 8.325 -1.489 4.147
C -2.760 -9.223 4.306
C -1.361 -8.573 4.517
C -0.196 -9.566 4.225
O -0.379 -10.665 5.104
C 0.535 -11.692 4.937
N -1.211 -7.348 3.691
H -2.773 -9.924 5.141
H -2.958 -9.777 3.389
H -3.592 -8.551 4.515
H -1.371 -8.298 5.572
H 0.757 -9.066 4.398
H -0.175 -9.953 3.207
H 0.266 -12.116 3.970
H 0.406 -12.494 5.665
H 1.558 -11.322 4.874
H -0.541 -6.663 4.009
H -2.097 -6.867 3.752
C 2.205 -7.375 -3.170
C 0.926 -6.934 -2.424
C -0.017 -8.089 -1.986
O -0.464 -8.629 -3.160
C -1.536 -9.579 -2.972
N 1.431 -6.256 -1.243
H 2.027 -8.027 -4.025
H 2.915 -7.942 -2.567
H 2.711 -6.467 -3.499
H 0.404 -6.368 -3.196
H -0.722 -7.521 -1.380
H 0.522 -8.877 -1.459
H -2.347 -9.569 -3.700
H -2.080 -9.642 -2.030
H -1.062 -10.559 -3.026
H 2.070 -6.924 -0.837
H 0.684 -6.203 -0.566
*
```

Results of the Löwdin charge analysis, in e, for atoms 1 through 2: 0.11 -0.34